Entry from the OMol25 dataset: a molecular structure, C43H41Cl4N8O6PReS2 in a non-equilibrium geometry (ωB97M-V/def2-TZVPD).

The geometry in XYZ format:
```
106
Properties=species:S:1:pos:R:3:mulliken_spin:R:1
Re -0.52 -0.80 -0.03 1.8456
Cl 6.13 -0.19 -1.38 0.0139
C 4.63 -0.50 -0.61 0.0561
C 4.61 -1.00 0.70 0.0222
Cl 6.08 -1.35 1.51 0.0080
C 3.40 -1.23 1.34 -0.0044
Cl 3.31 -1.87 2.93 0.0062
C 2.22 -0.95 0.67 0.1398
O 1.02 -1.09 1.19 0.2118
C 2.24 -0.49 -0.66 0.1004
O 1.04 -0.36 -1.20 0.2157
C 3.44 -0.25 -1.30 -0.0187
Cl 3.46 0.33 -2.91 0.0007
O -2.81 0.85 -0.67 -0.0010
N -2.38 -0.44 -0.98 0.0109
C -3.23 -1.18 -1.58 0.0588
C -3.14 -2.59 -1.92 0.0525
C -4.30 -3.11 -2.52 0.0249
C -4.39 -4.45 -2.87 -0.0082
C -3.32 -5.30 -2.60 0.0162
C -2.18 -4.80 -2.00 -0.0063
C -2.06 -3.46 -1.66 -0.0500
P -0.45 -2.92 -1.03 0.1881
C -0.01 -4.18 0.19 -0.0377
C 1.09 -5.03 0.11 -0.0022
C 1.34 -5.92 1.15 0.0062
C 0.51 -5.97 2.25 -0.0026
C -0.60 -5.14 2.32 0.0104
C -0.86 -4.25 1.30 0.0116
C 0.63 -2.96 -2.49 0.0160
C 2.01 -3.05 -2.35 0.0220
C 2.82 -3.04 -3.48 0.0089
C 2.25 -2.92 -4.74 -0.0023
C 0.88 -2.80 -4.88 0.0009
C 0.06 -2.82 -3.75 0.0139
H -3.77 0.83 -0.56 0.0015
H -4.18 -0.72 -1.84 -0.0008
H -5.14 -2.46 -2.71 0.0005
H -5.28 -4.82 -3.34 0.0002
H -3.38 -6.35 -2.86 0.0003
H -1.35 -5.47 -1.79 0.0021
H 1.73 -5.03 -0.75 -0.0002
H 2.20 -6.58 1.08 0.0000
H 0.72 -6.67 3.05 -0.0001
H -1.27 -5.19 3.17 0.0003
H -1.74 -3.61 1.35 0.0103
H 2.47 -3.10 -1.38 -0.0232
H 3.89 -3.11 -3.37 0.0002
H 2.88 -2.93 -5.62 0.0000
H 0.43 -2.71 -5.86 0.0001
H -1.01 -2.74 -3.88 -0.0008
O 0.61 4.83 4.10 0.0000
S 0.43 5.05 5.53 0.0000
O 1.59 4.65 6.32 -0.0001
O -0.19 6.30 5.88 0.0000
C -0.81 3.76 6.02 -0.0017
N -1.41 3.78 7.21 0.0056
C -2.24 2.77 7.45 -0.0018
C -2.50 1.73 6.54 0.0068
C -1.83 1.83 5.34 0.0026
N -0.99 2.84 5.10 0.0031
C -1.86 0.95 4.15 0.0055
C -2.53 -0.27 3.95 0.0016
C -2.36 -0.96 2.74 0.0189
N -1.59 -0.45 1.76 -0.0219
C -1.01 0.74 1.97 0.0547
C -1.09 1.45 3.11 0.0066
H -2.73 2.77 8.42 0.0000
H -3.18 0.93 6.78 0.0002
H -3.15 -0.71 4.72 0.0000
H -2.84 -1.91 2.56 0.0019
H -0.40 1.17 1.15 0.0057
H -0.58 2.39 3.22 -0.0016
C 0.66 2.98 -4.28 0.0010
C 0.42 1.82 -3.30 -0.0176
N -0.95 1.86 -2.78 0.0015
C -1.19 3.16 -2.16 -0.0040
C -1.14 4.29 -3.21 -0.0001
N -0.66 3.67 -4.50 0.0000
C -1.68 2.69 -5.00 0.0004
C -1.90 1.65 -3.86 0.0091
H 1.02 2.66 -5.26 0.0002
H 1.34 3.73 -3.88 -0.0005
H 1.11 1.90 -2.46 -0.0002
H 0.58 0.85 -3.77 0.0006
H -0.44 3.34 -1.39 0.0035
H -2.17 3.15 -1.67 -0.0001
H -0.43 5.08 -2.95 0.0001
H -2.11 4.74 -3.42 0.0001
H -0.54 4.40 -5.20 -0.0004
H -1.27 2.24 -5.90 0.0002
H -2.58 3.24 -5.25 -0.0001
H -1.78 0.64 -4.26 -0.0018
H -2.91 1.74 -3.46 -0.0012
S 1.27 2.78 0.34 0.0031
C 2.34 3.22 1.57 -0.0025
N 2.23 4.33 2.30 0.0003
C 3.17 4.37 3.42 -0.0002
C 4.07 3.15 3.14 -0.0003
N 3.38 2.50 2.01 0.0003
H 1.40 4.90 2.26 0.0000
H 2.63 4.28 4.37 0.0002
H 3.73 5.30 3.42 0.0000
H 4.12 2.47 3.99 0.0000
H 5.09 3.44 2.86 0.0000
H 3.67 1.66 1.56 0.0029
```

* max |F|: 0.02443 Eh/bohr
* ΔE to the lowest compared entry with this formula, charge and spin: 37.8 kcal per mole
* multiplicity: 4
* energy: -152624.8793 eV
* LUMO energy (alpha / beta): -6.39 / -7.48 eV
* HOMO energy (alpha / beta): -11.4 / -11.4 eV
* total charge: +2